No. 1
Molecular formula: C21H36Cl2MnN3O4
Method: DFT, the ωB97M-V functional and the def2-TZVPD basis

```
67
Properties=species:S:1:pos:R:3:forces:R:3
Mn 0.017324 0.041212 0.041317 0.06 0.84 0.35
Cl -2.239608 0.221076 0.009195 -2.08 -0.12 3.20
Cl 0.394989 2.645966 2.024387 0.29 1.41 3.48
O -0.208262 -0.383046 2.037010 -2.19 0.35 3.42
O 0.476113 0.116438 -1.831955 0.85 -0.47 -1.40
O 2.059931 -0.396135 0.346914 3.05 -0.04 -1.23
O -0.150010 -2.110055 -0.142911 2.06 -2.63 -1.63
N 0.599373 -4.096458 -0.956472 0.01 -0.54 -0.33
N -1.226035 0.106986 4.034179 -0.19 -0.26 0.99
N 3.461591 1.148512 -0.622914 0.20 -0.06 0.00
C 0.572446 2.614818 -2.960903 0.24 0.46 -0.16
C 3.641302 1.963821 0.567949 -0.33 0.23 -0.23
C -4.071568 1.050882 -1.856506 0.22 0.29 -0.25
C -0.342404 3.020854 -5.564270 0.06 -0.13 0.13
C -0.539964 1.791933 -4.938830 0.25 0.34 0.16
C 2.865068 -0.059131 -0.561505 -1.57 -0.39 1.06
C 0.308879 4.058774 -4.884275 0.01 0.00 0.02
C 0.766063 3.854949 -3.584608 -0.08 -0.31 -0.03
C -1.923730 1.123567 4.812362 -0.19 -0.24 -0.42
C 0.637529 -2.760340 -0.882842 -1.51 1.89 1.54
C -2.131067 -1.408882 -2.282577 -0.21 0.16 1.00
C 0.158534 2.159139 0.428826 0.98 -0.03 -2.79
C -0.080494 1.595660 -3.627472 -0.63 -0.75 -0.19
C -1.807172 0.022008 -2.572522 -1.95 3.44 -0.60
C -0.477677 -4.851150 -0.326006 0.30 -0.06 -0.03
C -1.085740 0.233948 2.720579 1.81 -0.23 -2.61
C -2.659998 1.126825 -2.377641 1.79 -2.87 -1.53
C 1.588980 -4.838517 -1.719834 -0.11 0.29 -0.05
C -0.692624 -1.043495 4.737321 0.04 0.23 0.24
C -0.340333 0.251095 -2.911865 0.10 0.28 -0.95
C 3.746504 1.770787 -1.909394 0.29 -0.29 0.16
H 1.390902 -2.264505 -1.546589 -0.52 -0.18 0.59
H 3.058146 2.891880 0.457041 0.15 -0.24 0.31
H 1.065891 2.553377 -0.077893 -0.56 -0.04 -0.11
H -1.794417 0.936121 2.214105 0.72 -0.48 0.45
H -0.043627 -0.702843 5.557707 -0.01 -0.21 -0.17
H 4.833232 1.882490 -2.039761 -0.16 0.11 -0.10
H -2.879992 0.729439 5.187857 0.15 0.15 0.04
H -0.720722 2.643996 0.009525 -0.02 0.23 -0.01
H -1.821109 -1.687999 -1.245150 -0.44 0.31 -1.15
H -1.553578 -2.029030 -2.940445 0.11 -0.59 -0.75
H -4.362385 0.026774 -1.616073 0.00 0.21 -0.01
H 1.099911 -5.383132 -2.542910 0.22 0.10 0.16
H 4.708411 2.225203 0.661790 -0.24 -0.08 0.03
H -2.253823 2.125516 -2.582431 -0.16 -0.41 0.10
H 0.936777 2.428881 -1.952174 -0.25 0.00 -0.31
H -4.747177 1.454501 -2.602119 -0.39 0.14 -0.32
H 3.144189 -0.742420 -1.397423 -0.45 0.41 0.27
H -3.200969 -1.600021 -2.356035 0.00 -0.19 -0.18
H -0.693778 3.169237 -6.584211 0.06 0.04 0.15
H 0.460591 5.022583 -5.372047 -0.05 -0.21 0.08
H -1.299860 1.428549 5.666133 -0.15 -0.03 -0.26
H -0.125558 -0.540632 -3.679018 0.17 0.19 0.00
H 3.293847 1.411185 1.449509 0.04 0.24 -0.33
H 2.321074 -4.122558 -2.135272 -0.31 -0.43 0.17
H -2.115615 1.998082 4.168239 0.12 -0.39 0.31
H 3.332681 1.148330 -2.718884 0.09 0.35 0.33
H -1.268626 -4.162574 -0.020263 0.23 -0.09 -0.02
H -1.520035 -1.628911 5.176613 0.24 0.14 -0.13
H 1.278351 4.647193 -3.037763 -0.13 -0.08 -0.17
H 3.274687 2.769942 -1.935677 0.13 -0.47 -0.10
H -0.872659 -5.579862 -1.049892 0.08 0.18 0.19
H -0.089510 -5.394885 0.548690 -0.21 0.11 -0.15
H 2.108308 -5.561412 -1.071748 -0.07 0.19 -0.20
H -1.055255 0.975406 -5.454217 0.14 0.27 0.18
H -4.172697 1.663529 -0.947045 0.03 -0.27 -0.31
H -0.127650 -1.661074 4.033499 -0.11 0.20 0.15
```
Positions in Å, forces in eV/Å.

The spin multiplicity is 6. For the HOMO-LUMO gap (spin up / spin down), the calculation gives 0.14677 / 0.21206 hartree. Its LUMO energy (spin up / spin down) is 0.094 / 0.093 hartree. As for the expectation value of S²: 8.762. As for the charge: -1. The calculation puts the HOMO energy (spin up / spin down) at -1.441 / -3.227 eV.

---

No. 2
Molecular formula: C5H33NO13
Method: DFT, the ωB97M-V functional and the def2-TZVPD basis

```
52
Properties=species:S:1:pos:R:3:forces:R:3
O 2.003762 2.535220 -0.887887 -1.05 2.60 -2.21
O -3.694001 1.316103 0.296522 1.65 -0.34 -2.09
O 3.641641 0.838280 0.216067 2.89 5.51 0.23
O -3.068640 3.020436 2.177268 1.72 -0.07 0.64
O 1.068237 -1.635878 2.316012 -1.05 -0.58 0.07
O -1.521368 -2.243294 2.001899 1.22 -1.78 0.30
O -0.396037 3.881749 0.950760 -0.50 -2.58 -3.68
O -3.538901 -1.364444 0.669153 -2.03 1.15 0.04
O 2.896976 -3.614645 -1.343938 -0.35 0.25 -3.10
O 2.217775 0.048412 -1.999697 -1.06 1.34 -2.16
O 2.314275 -1.569103 0.085192 -0.25 2.64 1.58
O 1.205992 -2.255401 -2.918770 0.75 0.79 0.00
O -1.368478 1.503031 -2.673548 0.66 -0.21 0.70
N -0.422672 0.913868 -0.666894 2.51 2.28 0.09
C -1.161544 0.682609 -1.777487 -1.18 -0.26 -0.47
C 0.495130 0.677420 1.552322 0.27 0.36 0.07
C -1.872281 -0.680504 -1.852298 1.00 -0.98 0.05
C 1.070823 -0.236565 2.614055 2.90 -1.23 -1.16
C -0.254637 -0.048714 0.449831 -2.33 -0.37 -2.53
H 0.135402 -1.033074 0.097665 0.26 1.09 0.29
H 2.499548 1.942834 -0.378702 1.77 -1.52 1.43
H -4.091468 1.553705 -0.596181 1.13 -0.41 1.36
H -3.556074 2.648034 1.429482 0.39 -0.23 0.26
H 0.755900 -0.064618 3.584917 -1.23 0.32 1.88
H -2.495992 -0.641476 -2.737259 -0.16 0.03 -0.06
H 2.558256 -2.229754 -0.515012 0.74 -2.37 -1.23
H -1.390472 -0.263703 0.503967 1.99 -0.05 1.87
H -0.665216 4.492608 1.550155 -0.81 2.98 3.35
H 2.336755 -0.252786 -1.118047 -0.12 -0.64 1.36
H 0.267176 1.765601 -0.626480 -1.93 -1.74 -0.55
H 2.782339 -3.176027 -2.279977 0.48 -0.82 2.42
H -1.084351 -1.490715 -2.057880 -1.03 1.03 0.50
H 2.061068 -4.101532 -1.417043 0.15 -0.13 0.56
H -0.233470 1.394386 1.913493 0.11 0.19 0.62
H 0.149939 -1.960723 2.125860 0.56 0.76 0.58
H 4.322989 0.564273 -0.365933 0.97 -0.40 -0.84
H 3.152909 0.131816 0.390037 -3.13 -5.42 1.46
H -2.498398 -0.979456 -0.968046 0.93 0.33 -1.07
H 1.638622 -1.384577 -2.634187 -0.78 -0.48 -0.08
H 1.592050 0.824221 -1.923790 1.08 -1.07 -0.20
H -2.661868 1.199822 0.173172 -2.78 0.64 -0.14
H -1.285011 -3.018948 1.472827 0.36 -0.50 0.58
H -2.170802 -1.939712 1.388141 -1.52 1.52 -0.50
H 2.189027 -0.099326 2.676122 -1.03 0.45 -0.06
H 2.668891 2.924923 -1.497038 -0.84 -0.28 0.55
H -1.204246 3.914979 0.371334 1.28 -0.42 0.37
H 1.386946 1.325894 1.266141 -1.48 -0.82 -0.58
H -4.301360 -1.744204 1.145934 0.54 0.04 -0.23
H 1.985989 -1.919359 0.932271 -0.08 0.02 0.13
H 1.533999 -2.343882 -3.815270 -0.28 -0.09 -0.47
H -3.841125 -0.408239 0.496756 0.64 -1.32 0.38
H -2.153992 2.600425 2.203989 -1.93 0.78 -0.29
```
Positions in Å, forces in eV/Å.

The spin multiplicity is 1. For the HOMO-LUMO gap, the calculation gives 0.34688 hartree. Its LUMO energy is 0.003 hartree. Its SMILES is CC(=O)NCCCO.O.O.O.O.O.O.O.O.O.O.O. The calculation puts the HOMO energy at -9.352 eV.

---

No. 3
Molecular formula: C17H29N4O5
Method: DFT, the ωB97M-V functional and the def2-TZVPD basis

```
55
Properties=species:S:1:pos:R:3:forces:R:3
O 4.341383 6.101000 3.545674 -0.09 -0.08 0.14
O 0.348756 2.288644 0.671715 -0.24 0.30 -0.05
O 6.533818 3.959577 -0.014868 -0.07 -0.15 0.03
O 3.536297 3.815034 4.570274 0.03 0.15 -0.05
O 5.645867 1.664796 0.979736 0.10 0.18 -0.29
N -6.892749 -1.539854 0.613398 -0.03 0.01 -0.41
N -0.900882 -1.571385 -1.189722 0.59 1.70 0.60
N 0.251165 -2.426474 -1.257178 -1.11 -1.66 -1.12
N 1.623417 2.292969 -1.260185 -0.06 -0.43 0.00
C 0.648080 0.156962 -0.318987 0.01 0.51 -0.18
C -3.754499 -0.524223 -1.289877 -0.49 -0.46 -0.56
C -2.963998 -0.972044 -2.529927 0.11 0.31 0.16
C 5.343523 2.667045 1.606134 -0.26 -0.15 0.43
C -4.785217 -1.571589 -0.796570 0.22 0.70 0.61
C 4.684660 5.114578 2.925278 0.19 0.14 -0.26
C -0.034962 -3.289749 1.055350 -1.42 0.08 -0.49
C 4.561900 2.631631 2.825089 -0.01 -0.17 -0.05
C 5.802247 4.005862 1.093155 0.11 0.19 -0.10
C 4.246196 3.772241 3.454689 -0.04 -0.21 0.03
C 0.316523 -3.393818 -0.403241 0.11 0.32 0.24
C 0.858810 -4.700851 -0.876780 1.54 0.59 0.30
C -6.116834 -0.883994 -0.430042 0.06 0.04 0.27
C -0.449392 -0.138895 -1.337130 0.64 -0.02 0.31
C 5.488248 5.149774 1.715486 -0.05 0.08 0.06
C 0.831632 1.681342 -0.232950 0.24 -0.34 0.08
C -1.865695 -1.986674 -2.257007 -0.96 -0.75 -0.05
H -6.729900 -0.741401 -1.323241 0.01 -0.09 -0.04
H -2.585239 -0.121457 -3.099427 0.11 0.05 0.13
H -0.096240 -0.026302 -2.359627 -0.09 0.00 -0.05
H -3.683469 -1.455878 -3.192750 0.14 -0.10 -0.10
H 0.282962 -5.516914 -0.446145 -0.19 0.03 -0.14
H 1.878299 -4.817812 -0.485978 -0.07 -0.18 0.05
H 1.603859 -0.270036 -0.618072 -0.10 -0.38 0.15
H 3.455596 4.760715 4.805635 -0.01 0.02 0.01
H 4.253698 1.662857 3.192318 -0.01 0.02 0.05
H 0.322843 -0.169102 0.669242 0.19 -0.13 0.04
H 2.424047 1.684750 -1.425584 0.10 0.13 -0.04
H -4.306588 0.368468 -1.586513 0.10 0.12 0.09
H -1.408317 -1.616013 -0.299897 0.16 -0.13 0.06
H 6.612220 3.016528 -0.251609 0.03 -0.02 0.00
H -4.932442 -2.378073 -1.516034 0.00 -0.05 0.01
H -5.883360 0.118134 -0.064448 -0.03 0.03 -0.03
H 1.108790 2.255785 -2.138810 -0.05 0.39 0.00
H -3.122840 -0.247256 -0.443303 0.05 0.21 -0.07
H 0.938621 -4.734353 -1.957523 -0.25 -0.09 -0.03
H -1.321270 -2.298116 -3.143863 0.33 0.32 0.07
H 5.811522 6.115095 1.352813 0.01 -0.01 -0.02
H -4.420668 -1.981611 0.149482 0.04 -0.38 -0.16
H -0.339588 -4.256317 1.446688 0.27 -0.01 0.20
H -6.578263 -1.273608 1.534666 0.05 -0.13 0.04
H -0.894059 -2.627264 1.205147 0.09 0.03 0.23
H 0.791188 -2.854749 1.614986 0.19 -0.20 -0.08
H -6.854781 -2.545583 0.517839 -0.14 -0.03 0.14
H -2.351885 -2.888731 -1.874266 0.22 -0.08 0.10
H -1.273028 0.536336 -1.123240 -0.29 -0.24 -0.27
```
Positions in Å, forces in eV/Å.

The spin multiplicity is 1. For the HOMO-LUMO gap, the calculation gives 0.28778 hartree. Its LUMO energy is -0.126 hartree. As for the charge: +1. The calculation puts the HOMO energy at -11.252 eV.